This record from the OMol25 dataset describes a molecular structure, C13H20F4IInN5S in a non-equilibrium geometry. The level of theory is ωB97M-V with the def2-TZVPD basis set.

```
45
C13H20F4IInN5S | the OMol25 dataset | ωB97M-V with the def2-TZVPD basis set
In -4.50 -4.08 -12.97
C -6.01 -8.38 -12.20
C -5.38 -6.98 -12.02
N -6.11 -5.95 -12.78
C -7.46 -5.64 -12.11
C -7.56 -5.75 -10.62
C -6.32 -6.21 -14.24
C -4.98 -6.52 -14.93
N -3.91 -5.64 -14.45
C -2.80 -5.60 -15.31
C -1.60 -4.88 -14.92
F -1.35 -4.61 -13.62
C -0.70 -4.51 -15.96
F 0.38 -3.79 -15.64
C -0.75 -4.99 -17.27
C -1.84 -5.90 -17.59
F -1.98 -6.54 -18.81
C -2.70 -6.29 -16.52
F -3.23 -7.53 -16.68
H -5.52 -9.19 -11.55
H -7.08 -8.40 -11.89
H -5.92 -8.64 -13.29
H -5.29 -6.62 -10.97
H -4.31 -6.89 -12.33
H -7.78 -4.61 -12.36
H -8.15 -6.36 -12.51
H -6.67 -5.34 -10.06
H -8.46 -5.19 -10.31
H -7.64 -6.81 -10.27
H -7.03 -7.02 -14.51
H -6.67 -5.25 -14.70
H -4.93 -7.62 -14.85
H -5.12 -6.37 -15.97
H -0.02 -4.74 -18.03
N -2.83 -3.84 -11.31
N -3.28 -3.95 -9.95
C -4.47 -3.46 -9.55
N -4.76 -3.42 -8.26
S -5.64 -2.95 -10.68
H -2.30 -4.71 -11.40
H -2.23 -3.03 -11.46
H -2.75 -4.54 -9.35
H -4.10 -3.94 -7.67
H -5.71 -3.23 -7.92
I -3.90 -2.02 -14.62
```

Calculated values
net charge = +1
energy above the lowest of the compared OMol25 structures with the same formula, charge and spin = 20.9 kcal per mole
LUMO level = -3.88 eV
E = -2066.345812 a.u.
HOMO level = -0.3758 Eh

Results of the Löwdin charge analysis, in e, for atoms 1 through 8:
1 In 0.392
2 C -0.048
3 C -0.267
4 N -0.229
5 C -0.232
6 C -0.130
7 C -0.176
8 C -0.242